{"formula": "C41H51CaN5PSeSi", "method": "wB97M-V/def2-TZVPD", "symbols": ["Ca", "C", "C", "C", "C", "C", "C", "P", "C", "C", "C", "C", "C", "C", "C", "C", "C", "C", "C", "C", "C", "C", "C", "C", "H", "H", "H", "H", "H", "H", "H", "H", "H", "H", "H", "H", "H", "H", "H", "H", "N", "C", "N", "N", "C", "N", "H", "H", "H", "H", "Se", "C", "C", "C", "N", "C", "C", "H", "H", "H", "H", "C", "C", "C", "C", "Si", "C", "C", "C", "C", "C", "C", "C", "C", "H", "H", "H", "H", "H", "H", "H", "H", "H", "H", "H", "H", "H", "H", "H", "H", "H", "H", "H", "H", "H", "H", "H", "H", "H", "H", "H"], "coordinates": [[-0.277, 0.217, 0.049], [6.090, 2.418, -3.730], [6.256, 1.224, -3.038], [5.303, 0.809, -2.119], [4.157, 1.570, -1.884], [4.011, 2.772, -2.579], [4.968, 3.198, -3.492], [2.807, 1.159, -0.688], [3.021, -0.668, -0.565], [2.972, -1.335, 0.659], [3.049, -2.723, 0.711], [3.192, -3.464, -0.450], [3.238, -2.811, -1.675], [3.133, -1.432, -1.731], [3.539, 1.752, 0.868], [4.839, 2.169, 0.997], [5.316, 2.629, 2.241], [4.481, 2.654, 3.321], [3.137, 2.223, 3.218], [2.278, 2.229, 4.344], [1.000, 1.780, 4.209], [0.533, 1.311, 2.957], [1.288, 1.279, 1.801], [2.633, 1.757, 1.972], [6.840, 2.743, -4.441], [7.138, 0.619, -3.207], [5.445, -0.120, -1.581], [3.128, 3.378, -2.402], [4.834, 4.136, -4.016], [2.881, -0.768, 1.575], [2.998, -3.220, 1.671], [3.249, -4.544, -0.406], [3.322, -3.382, -2.591], [3.149, -0.943, -2.699], [5.510, 2.161, 0.148], [6.344, 2.957, 2.333], [4.840, 3.003, 4.283], [2.655, 2.593, 5.294], [0.321, 1.790, 5.055], [-0.506, 1.013, 2.917], [1.475, 0.134, -6.565], [1.306, 0.429, -5.251], [2.349, 0.940, -4.580], [0.125, 0.212, -4.729], [-0.026, 0.521, -3.462], [-0.173, 0.783, -2.344], [2.403, -0.026, -6.915], [0.736, -0.415, -6.970], [3.218, 1.180, -5.023], [2.232, 1.231, -3.620], [-2.714, 1.796, 1.490], [-3.471, 1.153, 3.103], [-4.762, 1.565, 3.462], [-5.333, 1.126, 4.641], [-4.739, 0.305, 5.511], [-3.512, -0.089, 5.170], [-2.852, 0.292, 4.015], [-5.311, 2.229, 2.808], [-6.335, 1.453, 4.905], [-3.019, -0.763, 5.866], [-1.859, -0.095, 3.836], [-2.056, -4.826, -2.220], [-1.470, -3.411, -2.172], [0.047, -3.529, -2.003], [-1.672, -2.782, -3.557], [-2.153, -2.195, -0.751], [-2.344, -3.290, 0.884], [-3.511, -4.284, 0.942], [-1.055, -4.081, 1.146], [-2.476, -2.324, 2.067], [-3.966, -1.648, -1.314], [-4.831, -2.738, -1.960], [-4.762, -1.094, -0.124], [-3.841, -0.478, -2.304], [-1.629, -5.381, -3.069], [-3.139, -4.821, -2.345], [-1.829, -5.397, -1.319], [0.475, -4.138, -2.814], [0.341, -3.983, -1.058], [0.516, -2.542, -2.048], [-1.075, -3.330, -4.301], [-1.344, -1.742, -3.581], [-2.709, -2.812, -3.888], [-3.478, -5.007, 0.125], [-4.479, -3.786, 0.906], [-3.475, -4.849, 1.884], [-0.915, -4.909, 0.450], [-1.084, -4.505, 2.159], [-0.171, -3.437, 1.086], [-3.302, -1.621, 1.972], [-1.564, -1.727, 2.183], [-2.613, -2.882, 3.004], [-4.934, -3.614, -1.316], [-4.442, -3.075, -2.921], [-5.842, -2.345, -2.141], [-5.019, -1.865, 0.603], [-5.707, -0.668, -0.490], [-4.226, -0.297, 0.394], [-3.276, -0.733, -3.202], [-3.353, 0.377, -1.830], [-4.841, -0.151, -2.620]], "atomic_forces_ev_per_a": [[-0.7, 0.4, 0.3], [0.0, 0.0, 0.0], [0.0, 0.0, 0.0], [0.0, 0.0, 0.0], [0.0, 0.1, 0.1], [0.0, 0.0, 0.0], [0.0, 0.0, 0.0], [0.1, -0.2, 0.0], [-0.1, 0.0, 0.0], [0.1, 0.0, 0.0], [0.0, 0.0, 0.0], [0.0, 0.0, 0.0], [0.0, 0.0, 0.0], [0.0, 0.0, 0.0], [0.0, 0.0, 0.0], [0.0, 0.1, 0.0], [0.0, 0.0, 0.0], [0.0, 0.0, 0.0], [0.0, 0.0, 0.0], [0.0, 0.0, 0.0], [0.0, 0.0, 0.0], [0.0, 0.0, 0.0], [0.3, -0.2, 0.0], [0.0, 0.0, 0.0], [0.0, 0.0, 0.0], [0.0, 0.0, 0.0], [0.0, 0.0, 0.0], [0.0, 0.0, 0.0], [0.0, 0.0, 0.0], [0.0, 0.0, 0.0], [0.0, 0.0, 0.0], [0.0, 0.0, 0.0], [0.0, 0.0, 0.0], [0.0, 0.0, 0.0], [0.0, 0.0, 0.0], [0.0, 0.0, 0.0], [0.0, 0.0, 0.0], [0.0, 0.0, 0.0], [0.0, 0.0, 0.0], [0.0, 0.0, 0.0], [0.0, 0.0, 0.0], [0.1, 0.0, 0.0], [0.0, 0.0, 0.0], [-0.1, 0.0, -0.1], [0.0, 0.1, 0.0], [-0.1, 0.0, 0.0], [0.0, 0.0, 0.0], [0.0, 0.0, 0.0], [0.0, 0.0, 0.0], [0.0, 0.0, 0.0], [0.2, -0.1, -0.3], [0.0, 0.0, 0.0], [0.0, 0.0, 0.0], [0.0, 0.0, 0.0], [0.0, 0.0, 0.0], [0.0, 0.0, 0.0], [0.0, 0.0, 0.0], [0.0, 0.0, 0.0], [0.0, 0.0, 0.0], [0.0, 0.0, 0.0], [0.0, 0.0, 0.0], [0.0, 0.0, 0.0], [-0.1, 0.0, 0.0], [0.0, 0.0, 0.0], [0.0, 0.0, 0.0], [0.3, 0.0, 0.1], [0.0, -0.1, 0.0], [0.0, 0.0, 0.0], [0.0, 0.0, 0.0], [0.0, 0.0, 0.0], [0.0, 0.0, 0.0], [0.0, 0.0, 0.0], [0.0, 0.0, 0.0], [0.0, 0.0, 0.0], [0.0, 0.0, 0.0], [0.0, 0.0, 0.0], [0.0, 0.0, 0.0], [0.0, 0.0, 0.0], [0.0, 0.0, 0.0], [0.0, 0.0, 0.0], [0.0, 0.0, 0.0], [0.0, 0.0, 0.0], [0.0, 0.0, 0.0], [0.0, 0.0, 0.0], [0.0, 0.0, 0.0], [0.0, 0.0, 0.0], [0.0, 0.0, 0.0], [0.0, 0.0, 0.0], [0.0, 0.0, 0.0], [0.0, 0.0, 0.0], [0.0, 0.0, 0.0], [0.0, 0.0, 0.0], [0.0, 0.0, 0.0], [0.0, 0.0, 0.0], [0.0, 0.0, 0.0], [0.0, 0.0, 0.0], [0.0, 0.0, 0.0], [0.0, 0.0, 0.0], [0.0, 0.0, 0.0], [0.0, 0.0, 0.0], [0.0, 0.0, 0.0]], "lowdin_charge": [0.947, -0.102, -0.084, -0.100, -0.408, -0.135, -0.100, 1.070, -0.377, -0.083, -0.076, -0.097, -0.106, -0.134, -0.330, -0.089, -0.096, -0.050, -0.182, -0.064, -0.082, -0.188, -0.209, -0.255, 0.096, 0.101, 0.110, 0.106, 0.100, 0.094, 0.106, 0.104, 0.105, 0.087, 0.088, 0.093, 0.104, 0.100, 0.100, -0.021, 0.159, -0.495, 0.204, 0.126, -0.348, 0.071, 0.102, 0.110, 0.112, 0.061, 0.490, -0.705, -0.151, -0.188, 0.022, -0.179, -0.148, 0.081, 0.090, 0.095, 0.068, -0.109, -0.640, -0.153, -0.128, 0.778, -0.650, -0.107, -0.133, -0.147, -0.643, -0.113, -0.133, -0.133, 0.074, 0.058, 0.053, 0.080, 0.048, 0.043, 0.075, 0.034, 0.057, 0.058, 0.056, 0.075, 0.055, 0.079, 0.056, 0.050, 0.049, 0.086, 0.059, 0.051, 0.075, 0.059, 0.080, 0.003, 0.048, 0.056, 0.077], "fmax_ev_per_a": 0.82, "homo_lumo_gap_ev": 5.117, "total_charge": -1, "relative_energy_kj_mol": 29.4, "total_energy_ev": -151749.9119}